Entry from the OMol25 dataset: an isolated ion of composition C9H15O3PSi and charge -2 (ωB97M-V/def2-TZVPD).

Last column: natural (NBO) charge in e.
Element x y z (Å)
C 0.782 3.696 0.669  -0.50
C 1.481 -2.023 2.063  -0.53
C 1.221 -1.641 -2.395  -0.51
C 0.978 2.485 0.151  -0.13
C 0.225 -1.593 1.976  -0.11
C 0.922 -0.388 -2.062  -0.13
C 0.701 1.214 0.801  -0.86
C -0.572 -1.527 0.753  -0.90
C -0.422 0.141 -1.827  -0.89
O -3.899 1.233 -0.567  -1.23
O -3.631 -0.353 1.418  -1.23
O -3.155 -1.180 -0.949  -1.21
Si -0.940 0.298 0.084  0.99
P -3.269 -0.008 -0.002  2.23
H 0.951 4.603 0.104  0.17
H 0.403 3.824 1.670  0.18
H 2.043 -2.009 2.988  0.16
H 2.011 -2.392 1.197  0.18
H 2.242 -1.990 -2.490  0.17
H 0.450 -2.375 -2.563  0.19
H 1.344 2.416 -0.868  0.18
H -0.262 -1.223 2.872  0.18
H 1.740 0.309 -1.901  0.16
H 0.573 1.338 1.873  0.21
H 1.499 0.499 0.624  0.23
H -1.587 -1.883 0.924  0.29
H -0.112 -2.117 -0.041  0.21
H -1.191 -0.496 -2.255  0.27
H -0.523 1.142 -2.247  0.22

- LUMO (eV) = 5.70
- max |F| (eV/Å) = 1.64
- total charge = -2
- HOMO (Ha) = -0.005
- energy above the lowest of the compared OMol25 structures with the same formula, charge and spin (kJ/mol) = 0.00